Formula: C23H23F34NO8S2
Source: OMol25
Level of theory: ωB97M-V/def2-TZVPD

ORCA input file:
```
! RIJCOSX wB97M-V def2-TZVPD def2/J DEFGRID3
* xyz 0 1
O 5.38932 -1.03772 -4.15225
S 3.88839 -1.09573 -4.62051
O 3.83233 -0.37592 -6.01743
C 2.88104 -0.23917 -3.29444
N 1.42941 0.00267 -3.64169
C 0.74071 -1.22201 -4.19993
C -0.92709 -1.10037 -4.16740
F -1.40818 -0.03667 -3.24234
S 1.18658 1.43011 -4.61683
O 2.49345 2.21933 -4.94213
O 0.48215 1.17377 -5.97803
F 0.22588 2.52040 -3.64489
H 3.59036 -2.46350 -4.77381
H 2.91950 -0.93509 -2.32918
H 3.47775 0.75007 -2.99928
H 1.00016 -2.16639 -3.51931
H 1.10688 -1.52836 -5.29034
H -1.43842 -2.13642 -3.89309
H -1.27154 -0.80191 -5.27064
C 2.44206 0.49022 3.18918
C 0.99177 0.17309 3.58410
C 0.62503 -1.30668 3.54857
F 0.76818 -1.84663 2.31790
F -0.68018 -1.48481 3.89264
F 0.14867 0.91404 2.81666
F 0.81426 0.62311 4.86716
O 2.65409 0.89906 1.83448
C 2.77324 -0.16016 0.88763
C 1.62273 -0.18682 -0.12689
F 0.41602 -0.29733 0.48167
F 1.73295 -1.25082 -0.96557
F 2.92333 -1.33352 1.54944
F 3.95006 0.05295 0.23881
H 2.74065 1.36302 3.78315
H 3.14178 -0.29716 3.49303
H 1.23196 -1.88333 4.25294
H 1.61188 0.72715 -0.72906
C -3.85450 0.14528 -8.71840
C -5.20328 0.07520 -9.45037
C -6.38418 0.65397 -8.67837
F -6.59974 0.01629 -7.50642
F -7.53377 0.52820 -9.39691
F -5.43778 -1.20899 -9.83071
F -5.06887 0.78620 -10.61513
O -3.44672 -1.03988 -8.02817
C -3.99135 -1.20410 -6.72085
C -4.93338 -2.41019 -6.61327
F -5.96222 -2.32667 -7.49259
F -5.48745 -2.49078 -5.37466
F -4.57129 -0.04247 -6.33150
F -2.92512 -1.38164 -5.89445
H -3.08916 0.28220 -9.49251
H -3.76501 1.03733 -8.08741
H -6.24052 1.71884 -8.47237
H -4.39721 -3.34340 -6.81251
C 4.11048 6.02130 2.95238
C 3.58080 4.61153 3.25548
C 4.02938 4.03011 4.59197
F 5.37297 3.91528 4.68232
F 3.52818 2.77552 4.76065
F 3.89505 3.78561 2.22208
F 2.21168 4.68699 3.26418
O 5.27193 6.09555 2.12001
C 6.51753 5.92145 2.79145
C 7.25487 4.64662 2.36158
F 6.50453 3.53611 2.56763
F 8.40012 4.47852 3.07418
F 6.31477 5.99045 4.12989
F 7.26619 7.01204 2.47297
H 3.32982 6.52653 2.37010
H 4.21476 6.63389 3.85558
H 3.67646 4.64000 5.42894
H 7.51269 4.68433 1.29848
C -2.94959 -5.13327 7.27842
C -2.98822 -4.23422 8.52345
C -4.37046 -3.70590 8.89192
F -4.91556 -2.95238 7.91129
F -4.29981 -2.90611 9.99148
F -2.09251 -3.22270 8.37074
F -2.52536 -4.98101 9.57622
O -2.57527 -4.49940 6.05147
C -3.62833 -3.82748 5.36426
C -3.42502 -2.30827 5.29870
F -3.30940 -1.76104 6.53396
F -4.48215 -1.69731 4.70132
F -4.81528 -4.17986 5.91586
F -3.63714 -4.34233 4.10484
H -2.15569 -5.87005 7.45337
H -3.85894 -5.73539 7.16687
H -5.05924 -4.52358 9.12433
H -2.51983 -2.05939 4.73589
*
```

The largest force on an atom comes out at 0.1771 hartree/bohr. The energy is -5738.41973 a.u. The structure (SMILES) is O=[SH](=O)CN(CCF)S(=O)(=O)F.FC(F)C(F)(F)COC(F)(F)C(F)F.FC(F)C(F)(F)COC(F)(F)C(F)F.FC(F)C(F)(F)COC(F)(F)C(F)F.FC(F)C(F)(F)COC(F)(F)C(F)F. The value obtained for the orbital gap is 9.762 eV.

Here are the Mulliken charges for atoms 1 to 4, given in e: atom 1 (O): -0.62, atom 2 (S): 0.84, atom 3 (O): -0.53, atom 4 (C): -0.66